(1)
DFT (wB97M-V/def2-TZVPD) results for C5H5Cl4N in the gas phase at a distorted geometry.

The geometry in ORCA input format:
```
! wB97M-V def2-TZVPD RIJCOSX def2/J DEFGRID3
* xyz 0 1
Cl 1.262 2.505 0.579
C 0.118 1.427 0.188
C -1.190 1.376 0.059
C -1.715 0.173 -0.542
C -0.624 -0.839 -0.112
N 0.652 -0.119 -0.309
C 1.815 -0.712 0.203
Cl 1.971 -0.835 1.976
Cl 1.888 -2.378 -0.481
Cl 3.297 0.100 -0.334
H -1.746 2.260 0.308
H -2.734 -0.192 -0.207
H -1.676 0.087 -1.629
H -0.797 -1.041 0.886
H -0.523 -1.812 -0.586
*
```

Properties
* LUMO: 0.617 eV
* HOMO energy: -9.2 eV
* SMILES: ClC1=CCCN1C(Cl)(Cl)Cl
* strongest force on any atom: 5.6 eV Å⁻¹
* energy: -2088.9747 hartree

Atomic partial charges in e from the Mulliken method, atoms 1 to 8: number 1, Cl, carries -0.14; number 2, C, carries 0.25; number 3, C, carries -0.31; number 4, C, carries -0.49; number 5, C, carries -0.81; number 6, N, carries -0.17; number 7, C, carries 0.34; number 8, Cl, carries -0.14



(2)
DFT (wB97M-V/def2-TZVPD) results for C6H6OS in the gas phase at a distorted geometry.

The geometry in ORCA input format:
```
! wB97M-V def2-TZVPD RIJCOSX def2/J DEFGRID3
* xyz 0 1
O 2.454 -2.146 -0.644
C 2.314 -0.944 -0.663
C 1.057 -0.279 -0.319
C -0.012 -0.993 0.054
C -1.344 -0.451 0.420
C -1.469 1.060 0.401
C -0.533 1.908 0.043
S 1.133 1.503 -0.427
H 3.103 -0.304 -0.957
H 0.195 -2.008 0.045
H -2.178 -0.980 -0.174
H -1.641 -0.888 1.442
H -2.409 1.508 0.695
H -0.671 3.014 0.084
*
```

Properties
* LUMO: 0.002 eV
* HOMO energy: -8.2 eV
* SMILES: O=CC1=CCC=CS1
* strongest force on any atom: 2.5 eV Å⁻¹
* energy: -705.6009 hartree

Atomic partial charges in e from the Mulliken method, atoms 1 to 8: number 1, O, carries -0.50; number 2, C, carries -0.25; number 3, C, carries 0.24; number 4, C, carries -0.37; number 5, C, carries -0.27; number 6, C, carries -0.27; number 7, C, carries -0.35; number 8, S, carries -0.19



(3)
DFT (wB97M-V/def2-TZVPD) results for 3 unconnected molecules or ions with the total composition C3H7NO2S at a distorted geometry.

The geometry in ORCA input format:
```
! wB97M-V def2-TZVPD RIJCOSX def2/J DEFGRID3
* xyz 0 3
C -1.139 1.847 0.063
C -1.456 -2.271 0.222
C -0.449 2.478 -0.862
N 2.271 -1.470 0.604
O 3.575 -0.163 -1.126
O -1.480 -1.739 -0.841
S 2.292 -0.453 -0.540
H -0.501 1.508 0.885
H -2.175 1.674 0.097
H -1.765 -1.775 1.244
H -1.213 -3.311 0.456
H 0.593 2.548 -0.698
H -0.802 2.895 -1.776
H 3.270 -1.786 0.955
*
```

Properties
* LUMO (alpha / beta): 0.619 / -3.763 eV
* HOMO energy (alpha / beta): -7.8 / -10.0 eV
* strongest force on any atom: 8.2 eV Å⁻¹
* energy: -721.6911 hartree

Atomic partial charges in e from the Mulliken method, atoms 1 to 8: number 1, C, carries -0.39; number 2, C, carries -0.06; number 3, C, carries -0.47; number 4, N, carries -0.37; number 5, O, carries -0.39; number 6, O, carries -0.36; number 7, S, carries 0.44; number 8, H, carries 0.16



(4)
DFT (wB97M-V/def2-TZVPD) results for C26H39N3O4S in the gas phase at a distorted geometry.

The geometry in ORCA input format:
```
! wB97M-V def2-TZVPD RIJCOSX def2/J DEFGRID3
* xyz 0 1
C 5.280 -0.538 -1.660
C 4.219 -1.491 -1.124
C 4.598 -2.051 0.245
C 3.625 -3.142 0.701
N 2.266 -2.656 0.834
C 1.998 -1.790 1.961
C 1.379 -2.955 -0.145
O 1.671 -3.692 -1.072
C -0.019 -2.360 -0.025
C -0.921 -3.339 0.734
C -2.326 -2.764 0.872
C -2.946 -2.453 -0.491
C -4.329 -1.792 -0.320
N -4.320 -0.748 0.684
S -4.466 0.855 0.255
O -5.000 0.978 -1.073
O -5.144 1.498 1.344
C -2.760 1.382 0.233
C -1.959 1.092 1.321
C -0.599 1.361 1.288
C -0.075 1.944 0.142
C -0.906 2.288 -0.930
C -2.252 2.001 -0.898
C -0.105 2.972 -1.993
C 1.349 2.776 -1.523
C 2.064 1.722 -2.368
N 1.243 2.309 -0.134
C 2.286 2.153 0.740
O 2.161 1.524 1.777
C 3.572 2.827 0.407
C 4.251 3.523 1.568
C 4.821 2.259 1.035
C -2.015 -1.561 -1.312
C -0.610 -2.142 -1.417
H 5.414 0.303 -0.984
H 6.235 -1.050 -1.760
H 4.995 -0.158 -2.639
H 3.263 -0.969 -1.046
H 4.082 -2.318 -1.823
H 4.619 -1.242 0.979
H 5.598 -2.487 0.197
H 3.602 -3.942 -0.042
H 3.950 -3.557 1.660
H 2.759 -1.970 2.718
H 1.028 -2.010 2.403
H 2.033 -0.731 1.693
H 0.013 -1.401 0.497
H -0.953 -4.281 0.182
H -0.512 -3.551 1.725
H -2.963 -3.470 1.410
H -2.280 -1.840 1.451
H -3.095 -3.393 -1.035
H -4.638 -1.334 -1.264
H -5.066 -2.552 -0.049
H -4.835 -0.940 1.525
H -2.409 0.640 2.189
H 0.034 1.126 2.127
H -2.912 2.219 -1.722
H -0.269 2.533 -2.976
H -0.373 4.029 -2.047
H 1.895 3.723 -1.556
H 1.494 0.796 -2.360
H 3.058 1.515 -1.982
H 2.155 2.068 -3.395
H 3.671 3.288 -0.562
H 3.744 3.483 2.519
H 4.755 4.456 1.365
H 4.694 1.368 1.631
H 5.736 2.297 0.464
H -2.434 -1.425 -2.312
H -1.961 -0.583 -0.838
H -0.625 -3.096 -1.946
H 0.028 -1.463 -1.986
*
```

Properties
* LUMO: 0.530 eV
* HOMO energy: -8.6 eV
* SMILES: CCCCN(C)C(=O)[C@H]1CC[C@H](CNS(=O)(=O)c2ccc3c(c2)C[C@H](C)N3C(=O)C2CC2)CC1
* strongest force on any atom: 1.0 eV Å⁻¹
* energy: -1877.5852 hartree

Atomic partial charges in e from the Mulliken method, atoms 1 to 8: number 1, C, carries -1.37; number 2, C, carries 0.52; number 3, C, carries -0.35; number 4, C, carries -1.32; number 5, N, carries 0.36; number 6, C, carries -1.17; number 7, C, carries -0.31; number 8, O, carries -0.71



> Number 4 is which compound?

C26H39N3O4S



Repeat the first record exactly.
DFT (wB97M-V/def2-TZVPD) results for C5H5Cl4N in the gas phase at a distorted geometry.

The geometry in ORCA input format:
```
! wB97M-V def2-TZVPD RIJCOSX def2/J DEFGRID3
* xyz 0 1
Cl 1.262 2.505 0.579
C 0.118 1.427 0.188
C -1.190 1.376 0.059
C -1.715 0.173 -0.542
C -0.624 -0.839 -0.112
N 0.652 -0.119 -0.309
C 1.815 -0.712 0.203
Cl 1.971 -0.835 1.976
Cl 1.888 -2.378 -0.481
Cl 3.297 0.100 -0.334
H -1.746 2.260 0.308
H -2.734 -0.192 -0.207
H -1.676 0.087 -1.629
H -0.797 -1.041 0.886
H -0.523 -1.812 -0.586
*
```

Properties
* LUMO: 0.617 eV
* HOMO energy: -9.2 eV
* SMILES: ClC1=CCCN1C(Cl)(Cl)Cl
* strongest force on any atom: 5.6 eV Å⁻¹
* energy: -2088.9747 hartree

Atomic partial charges in e from the Mulliken method, atoms 1 to 8: number 1, Cl, carries -0.14; number 2, C, carries 0.25; number 3, C, carries -0.31; number 4, C, carries -0.49; number 5, C, carries -0.81; number 6, N, carries -0.17; number 7, C, carries 0.34; number 8, Cl, carries -0.14



> Which of these has the highest energy?

C6H6OS



> What is the formula in the second record?

C6H6OS